Entry 1:
C13H15NO3 | the ωB97M-V functional and the def2-TZVPD basis

XYZ file:
```
32
Properties=species:S:1:pos:R:3:forces:R:3
C -0.253 4.520 0.242 -0.02 0.24 0.13
C 0.019 3.055 0.483 -0.19 0.01 0.32
O -0.648 2.654 1.701 0.65 0.01 -1.09
C -0.544 1.306 1.932 -0.85 -0.44 1.59
C -1.213 0.901 3.117 0.52 1.66 -1.24
C -1.243 -0.431 3.389 -0.52 -2.25 1.33
N -1.340 -1.552 3.727 0.29 0.86 -0.62
O 0.071 0.555 1.169 0.44 -0.17 -0.87
H 0.141 4.800 -0.736 0.02 0.05 0.00
H -1.321 4.750 0.257 0.07 -0.13 -0.01
H 0.235 5.146 0.994 -0.06 -0.07 -0.03
H -0.358 2.456 -0.360 0.18 0.04 0.28
H 1.100 2.884 0.594 -0.30 -0.10 -0.15
H -1.694 1.636 3.747 -0.02 -0.19 0.01
C -0.354 -3.623 1.755 0.07 -0.41 0.82
O -0.463 -2.913 0.503 1.66 1.08 -1.22
C 0.557 -2.246 0.063 -1.51 -0.54 0.72
C 0.550 -1.650 -1.227 -0.18 0.08 -0.53
C 1.737 -1.000 -1.624 -0.40 -0.14 0.28
C 1.798 -0.378 -2.860 -0.02 0.09 -0.37
C 0.688 -0.413 -3.723 0.19 -0.17 0.59
C -0.486 -1.079 -3.334 -0.13 -0.04 -0.05
C -0.574 -1.706 -2.100 0.56 0.18 0.30
H -1.380 -3.884 2.002 0.23 0.06 0.14
H 0.262 -4.520 1.614 -0.20 0.18 -0.22
H 0.066 -2.985 2.540 -0.29 0.07 -0.24
H 1.443 -2.166 0.702 -0.24 -0.01 -0.05
H 2.571 -1.010 -0.916 -0.18 0.22 -0.40
H 2.708 0.138 -3.167 -0.28 -0.16 0.09
H 0.740 0.081 -4.699 -0.03 -0.20 0.41
H -1.341 -1.097 -4.014 0.28 -0.02 0.25
H -1.473 -2.230 -1.772 0.23 0.23 -0.17
```
Forces are in eV/Å.

Calculated values
frontier orbital gap = 0.1380 Ha
energy relative to the best compared isomer or geometry (same formula, charge and spin) = 432.8 kJ/mol
electronic energy = -784.7331 hartree
HOMO = -6.092 eV
total charge = 0

=====

Entry 2:
C13H15NS | the ωB97M-V functional and the def2-TZVPD basis

XYZ file:
```
30
Properties=species:S:1:pos:R:3:forces:R:3
C 1.665 3.221 -2.430 1.30 1.40 0.61
C 1.110 2.644 -3.541 0.19 0.57 -3.15
C 1.417 2.659 -1.235 0.48 -1.25 1.07
C 0.166 1.642 -3.431 2.34 1.21 1.63
C 0.682 1.443 -1.116 -0.85 0.58 -0.76
C -0.135 0.958 -2.196 0.64 0.90 -0.91
C -0.289 -1.149 0.324 0.51 0.76 2.37
C -0.857 -2.168 0.964 -0.75 0.13 0.41
C -1.062 -2.033 2.439 -2.57 -2.40 0.98
C -0.906 -0.648 2.933 -0.33 2.52 -0.52
C 0.296 0.130 2.397 -0.11 -0.02 0.25
C 0.226 0.038 0.939 0.02 0.23 -1.01
C -1.173 -3.357 0.130 -0.63 -1.70 1.24
N 0.676 1.033 0.219 -0.47 -0.59 0.70
S -1.363 -0.201 -2.380 -0.33 -0.27 0.63
H 2.358 4.069 -2.479 -0.39 -0.34 -0.15
H 1.525 3.074 -4.571 -1.50 -1.16 2.08
H 1.961 3.018 -0.343 -0.40 -0.03 -0.40
H -0.224 1.303 -4.315 -1.27 -1.04 -1.75
H -0.029 -1.195 -0.645 0.31 -0.49 -3.24
H -2.158 -2.331 2.783 1.96 0.28 -1.06
H -0.462 -2.814 2.977 -0.06 0.78 -0.36
H -1.813 -0.022 2.720 0.56 -0.73 0.04
H -0.732 -0.563 3.957 -0.34 -0.48 2.04
H 0.343 1.173 2.774 -0.17 -0.59 -0.21
H 1.169 -0.395 2.762 0.57 -0.08 -0.03
H -0.892 -3.157 -0.840 0.20 0.75 -2.36
H -2.118 -3.956 0.084 0.09 1.41 0.60
H -0.506 -4.159 0.359 0.91 -0.69 0.74
H 1.128 1.743 0.760 0.11 0.33 0.54
```
Forces are in eV/Å.

Calculated values
frontier orbital gap (spin up / spin down) = 0.2158 / 0.2159 Ha
energy relative to the best compared isomer or geometry (same formula, charge and spin) = 262.0 kJ/mol
electronic energy = -957.2003 hartree
HOMO (spin up / spin down) = -6.504 / -6.505 eV
total charge = 0

=====

Entry 3:
C13H16BF4N5NiS2 | the ωB97M-V functional and the def2-TZVPD basis

XYZ file:
```
42
Properties=species:S:1:pos:R:3:forces:R:3
Ni 11.397 8.356 5.581 -0.51 -1.61 0.79
C 15.750 9.704 7.158 0.69 -0.65 -0.51
S 15.073 11.127 6.208 0.11 -0.76 0.41
C 13.598 10.262 5.790 -1.79 -0.48 -0.67
S 13.585 8.637 5.173 0.71 0.13 0.22
N 12.472 10.952 5.865 0.49 1.41 1.07
N 11.327 10.281 5.839 -2.50 2.08 -2.02
C 10.152 10.915 5.514 3.35 -1.20 1.24
C 9.038 10.027 5.242 0.19 -1.12 0.41
C 7.702 10.396 5.010 0.62 0.85 0.06
C 6.865 9.441 4.485 -1.41 -0.25 0.35
C 7.281 8.120 4.338 0.06 0.37 -0.03
C 8.554 7.790 4.716 1.44 1.04 1.22
N 9.429 8.714 5.193 -1.60 0.21 -1.26
H 16.733 9.890 7.618 -0.33 0.43 -0.48
H 15.835 8.809 6.498 -0.02 0.81 0.51
H 15.071 9.484 7.966 -0.31 -0.08 0.19
H 10.092 11.994 5.407 0.16 -0.11 0.00
H 7.315 11.419 5.223 0.63 -0.85 -0.35
H 5.813 9.734 4.307 0.71 -0.36 -0.10
H 6.672 7.319 3.990 -0.62 -0.14 -0.32
H 8.979 6.806 4.728 -0.19 -0.55 -0.25
F 10.236 4.341 4.125 -0.06 0.12 -0.05
B 10.921 4.782 5.228 0.77 0.41 -0.38
F 10.187 4.685 6.386 -0.35 0.08 0.21
F 12.188 4.228 5.363 -0.35 -0.03 -0.15
F 11.189 6.287 5.007 -0.20 0.00 0.06
C 8.923 8.576 10.504 -0.74 0.37 1.15
C 9.883 7.986 9.540 0.50 -1.44 -1.35
C 10.727 6.866 9.615 -0.20 1.85 -1.69
C 11.470 6.851 8.384 -1.29 0.80 0.72
N 11.042 7.840 7.606 -0.18 0.04 -0.51
N 10.070 8.509 8.279 0.03 -0.29 1.19
C 12.524 5.914 7.957 0.33 0.20 -0.70
H 8.874 7.949 11.471 -0.04 1.02 -1.66
H 7.882 8.752 10.081 1.23 -0.51 0.49
H 9.310 9.589 10.765 -0.34 -0.66 0.10
H 10.763 6.109 10.346 0.15 -0.40 0.94
H 9.457 9.172 7.802 0.63 -0.32 0.28
H 12.917 5.406 8.822 0.18 -0.26 0.22
H 13.349 6.474 7.465 -0.51 -0.46 0.17
H 12.091 5.186 7.254 0.53 0.31 0.46
```
Forces are in eV/Å.

Calculated values
frontier orbital gap (spin up / spin down) = 0.2463 / 0.2430 Ha
multiplicity = 3
energy relative to the best compared isomer or geometry (same formula, charge and spin) = 0.0 kJ/mol
expectation value of S² = 2.024
electronic energy = -3507.9807 hartree
HOMO (spin up / spin down) = -8.488 / -8.517 eV
total charge = 0